Entry 1:
C33H42FN4O4S4SiTi as an isolated structure at a distorted geometry. Source: the OMol25 dataset; level of theory: ωB97M-V/def2-TZVPD.

The geometry in XYZ format:
```
90
Properties=species:S:1:pos:R:3:lowdin_charge:R:1
C 1.3768 -4.6427 2.6877 -0.10
H 3.2089 3.8131 1.0587 0.14
C 3.8846 3.2248 4.4515 -0.05
H 2.4456 -0.6051 -4.6619 0.07
C 2.5409 -3.8864 0.7263 -0.02
C -3.5934 2.3013 -1.6095 -0.04
N -1.7443 1.4848 -0.2300 0.04
S -0.4215 0.1314 -5.4907 0.86
C 0.2574 -2.9147 -2.7361 -0.48
C 2.3271 -4.8629 1.6977 -0.11
S 1.3023 -1.4406 -2.7338 0.83
H -2.7049 1.4361 2.6253 0.02
C 0.3345 -0.2719 4.4179 -0.14
C 1.7724 -2.7588 0.8058 -0.24
O -6.8937 1.3827 -4.1200 -0.37
C 0.7996 -2.4782 1.7628 -0.31
H -3.0084 3.1883 -1.8317 0.11
C 0.6254 -3.4765 2.7381 -0.03
H 1.2195 -5.3998 3.4462 0.10
C 3.2730 2.2906 3.6255 -0.21
C 3.3750 3.2207 -1.6137 -0.07
C 2.6043 2.9517 0.7494 -0.11
O -0.1681 0.8342 1.5602 -0.45
H 1.6790 3.6345 3.1311 0.12
H -1.9861 -2.4798 3.2666 0.01
C -5.5181 0.9203 -2.0004 -0.26
H 0.5501 -3.5467 -3.5735 0.07
C -3.0916 1.3516 -0.7317 -0.35
S -7.0135 0.5511 -2.9314 0.39
H 4.0329 4.0621 -1.4554 0.10
C -2.2679 -1.4521 3.0315 -0.16
H -5.1921 2.7805 -2.9802 0.11
H 1.0160 -1.4956 -6.5013 0.07
H -0.1778 0.1528 5.2837 0.03
H -2.3056 1.2347 4.3161 0.02
H 2.9009 -5.7793 1.6807 0.09
H -2.7933 -1.4841 2.0739 0.01
F 1.9036 -1.7417 -0.0943 -0.08
N 1.9316 2.2483 1.5594 0.01
H -1.6333 1.9816 0.6451 0.07
H 1.1594 1.9888 3.4496 0.07
H -1.6578 -2.8318 -3.8010 0.06
C 2.2146 1.5401 -2.4767 -0.22
C -2.0984 -0.5305 -5.2370 -0.52
C -3.8319 0.2176 -0.4339 -0.07
H -1.3096 2.2915 3.3016 0.02
H -2.8307 0.7277 -3.6510 0.07
H -0.0724 -2.2260 -5.3439 0.05
H 1.7888 0.8093 -3.1216 0.00
C 5.1039 2.9484 5.0586 -0.10
H 5.6071 -0.1621 3.8318 0.10
C -1.8607 1.3478 3.3223 -0.18
H -3.4133 -0.5243 0.2325 0.09
C 5.7273 1.7306 4.8398 -0.10
H 3.4015 4.1803 4.6222 0.11
H 3.2769 -3.9943 -0.0595 0.12
H -5.6100 -0.9009 -0.8939 0.12
Si -0.7957 -0.2580 2.9050 0.29
H -2.7484 -0.0141 -5.9450 0.08
H 0.6731 -1.2785 4.6776 0.02
H -1.2082 2.0256 -0.9135 0.09
N 1.8856 1.5496 -1.1494 -0.03
H -2.0954 -1.5780 -5.5393 0.06
C 5.1263 0.7916 4.0098 -0.08
C 3.1243 2.5229 -2.8046 -0.10
H 5.5671 3.6889 5.6986 0.10
C -4.8077 2.0834 -2.2473 -0.06
H 0.4791 -3.4576 -1.8173 0.06
C 0.5961 -1.3799 -5.4996 -0.53
C -5.0453 0.0061 -1.0655 -0.05
Ti 0.3922 0.2947 0.1719 1.16
H 3.5144 2.7226 -3.7900 0.09
O -8.0966 0.9200 -2.0366 -0.36
H 3.4502 0.3393 2.7529 0.11
C 1.9411 2.5821 2.9726 -0.17
N 0.2178 -1.2543 1.6854 -0.08
H -1.8080 -3.2121 -2.1013 0.07
C -1.2638 -2.5936 -2.8133 -0.47
H -2.9851 -1.1071 3.7791 0.03
C 2.6117 2.6094 -0.6387 -0.35
H 6.6784 1.5130 5.3089 0.10
O -6.8979 -0.8790 -3.1839 -0.37
C 1.7512 -1.4289 -4.5050 -0.50
H 1.2345 0.3200 4.2434 0.00
C 3.9110 1.0701 3.4072 -0.04
S -1.6654 -0.8594 -2.4647 0.85
H -0.0969 -3.3261 3.5274 0.09
C -2.6977 -0.3362 -3.8475 -0.49
H 2.3038 -2.3565 -4.6723 0.07
H -3.6882 -0.7928 -3.7906 0.09
```

Output
Gap between HOMO and LUMO (spin up / spin down)   6.77 / 6.77 eV
Multiplicity   1
HOMO (spin up / spin down)   -0.20992 / -0.20991 hartree
Net charge   -1


Entry 2:
An isolated ion of composition C27H31N4O2S and charge +1 at a distorted geometry. Source: the OMol25 dataset; level of theory: ωB97M-V/def2-TZVPD.

The geometry in XYZ format:
```
65
Properties=species:S:1:pos:R:3:lowdin_charge:R:1
C -0.8160 3.3973 4.0700 -0.22
C -2.3293 1.7519 3.2066 -0.10
H -0.5338 9.6045 2.0388 0.10
H 1.1635 -1.2000 3.4623 0.15
C 5.8628 5.3000 4.8066 -0.06
H 6.6632 5.7312 4.2001 0.09
C -3.8652 7.9830 0.3703 0.01
H -1.4310 -1.2642 1.8884 0.14
H -2.2692 1.4791 4.2757 0.13
H -2.7162 2.5039 0.8769 0.10
C -4.4047 6.7101 0.4198 -0.01
H 0.2137 3.2810 1.2823 0.09
H 2.3910 5.9785 2.8145 0.12
C -1.6493 7.0870 1.1182 0.05
C -5.1838 3.7500 0.4510 -0.01
N -0.1572 0.2093 2.6074 -0.05
H -0.0076 9.3468 0.3367 0.09
H -0.8995 1.3324 5.9839 0.08
H -1.3126 2.9147 6.7282 0.10
H -0.5969 7.2450 1.3915 0.11
H 2.9926 0.1878 3.0489 0.10
H -5.4368 6.5260 0.1479 0.10
H 0.9299 -1.3627 1.7074 0.14
C -1.4473 -0.4725 2.6427 -0.11
H -3.1273 2.4945 3.1113 0.14
C 2.2115 0.3071 2.2887 -0.35
O 4.6516 5.6289 4.0713 -0.11
H 5.9926 4.2074 4.9010 0.09
H -1.8117 3.7249 4.3949 0.17
C -1.7155 4.4102 1.3154 -0.09
H 2.1214 3.1176 6.9455 0.10
C -0.5028 2.3106 6.2876 -0.02
N -3.8843 4.3236 0.7157 -0.10
H 4.2588 4.2574 6.3821 0.10
C 0.0243 1.5229 2.6391 -0.39
C -0.0483 4.3742 3.2763 -0.13
C -2.7575 3.5740 0.9398 -0.03
C 1.1578 4.6536 3.9795 -0.19
H -4.4468 8.8489 0.0576 0.12
H -1.5579 -0.9725 3.6178 0.15
N -1.0264 2.4450 2.8440 -0.04
H -0.7275 10.9203 0.8279 0.09
H -2.6137 0.7699 1.3224 0.11
H 0.2932 2.1668 7.0206 0.08
C -3.5650 5.6668 0.7878 -0.17
C -2.1787 5.7979 1.1175 -0.09
H 5.8482 5.7598 5.8111 0.10
S 1.6611 2.0082 2.4444 1.21
C 2.3266 5.3557 3.7035 0.04
C 3.4653 5.1443 4.5338 -0.28
H -5.0876 2.9411 -0.2855 0.10
C 1.1370 3.8357 5.1746 -0.22
C 1.0363 -0.6298 2.5243 -0.14
H -3.5022 0.0696 2.6775 0.14
C 3.3916 4.3830 5.7324 -0.05
H 2.6280 0.1960 1.2798 0.09
C -2.5004 8.1767 0.7242 -0.25
H -5.6297 3.3231 1.3656 0.10
O -2.0799 9.4666 0.6306 -0.10
C -0.5220 3.7923 1.9574 -0.07
C 2.2073 3.7325 6.0534 -0.03
C -0.7382 9.8417 0.9881 -0.06
C -2.5502 0.5134 2.3827 -0.14
H -5.8349 4.5398 0.0631 0.08
N 0.0540 2.9779 5.1314 -0.09
```

Output
Gap between HOMO and LUMO   4.54 eV
Multiplicity   1
HOMO   -0.30437 hartree
Net charge   +1


Entry 3:
One molecule with the formula C6H4S2 at a distorted geometry. Source: the OMol25 dataset; level of theory: ωB97M-V/def2-TZVPD.

The geometry in XYZ format:
```
12
Properties=species:S:1:pos:R:3:lowdin_charge:R:1
H 0.6199 0.1052 -1.6430 0.12
S -3.2185 -0.9228 0.6995 0.60
C -1.7297 -0.5024 -0.0221 -1.14
C -1.3601 2.1217 -0.2028 0.18
H 2.7735 -0.3084 2.5856 0.13
S -0.5849 -1.7257 -0.3423 0.93
C 1.5062 -0.4528 0.4341 -0.25
C 2.2080 -0.2321 1.4477 0.06
H 1.4920 -1.3435 -1.4506 0.04
C 0.8478 -0.7460 -0.9095 -0.45
C -1.3478 0.8709 -0.2100 -0.24
H -1.2066 3.1359 -0.3868 0.02
```

Output
SMILES   C#CCSC(=S)C#C
Gap between HOMO and LUMO   7.69 eV
Multiplicity   1
HOMO   -0.32284 hartree
Net charge   0


Entry 4:
A 3-piece molecular cluster, C6H14BrN2O2 overall at a distorted geometry. Source: the OMol25 dataset; level of theory: ωB97M-V/def2-TZVPD.

The geometry in XYZ format:
```
25
Properties=species:S:1:pos:R:3:lowdin_charge:R:1
C 2.1907 -26.0755 2.7745 -0.01
H -1.2590 -31.3185 5.2469 0.13
C -0.4661 -30.4739 5.5818 -0.05
H 3.2678 -27.3489 -0.9559 -0.06
H 2.9349 -26.3932 3.4944 0.08
H 0.1455 -30.3870 4.6457 0.03
O 3.8247 -25.6762 1.0869 0.03
H -1.6515 -26.3919 5.0475 0.04
H 0.0831 -30.9666 6.3879 0.07
H -1.0580 -28.7458 4.1239 0.01
H 2.6666 -26.3539 -1.6321 0.08
N 1.9474 -26.8805 0.4251 0.02
H -2.7548 -27.0043 4.2575 0.00
H 1.3713 -26.6636 3.1094 0.03
N -1.4899 -28.4392 5.0007 0.04
C -1.1046 -29.2188 5.9966 -0.60
C -2.2933 -27.1849 5.0751 -0.03
H 1.2890 -27.5639 0.7642 -0.11
C 2.7571 -26.1787 1.3499 -0.52
H 2.1518 -25.0514 2.9273 0.05
Br 0.1368 -29.3510 1.7755 -0.38
H -3.0100 -27.0415 5.9979 0.13
O -1.3286 -28.9982 7.2179 -0.04
H 1.6680 -27.8359 -1.4893 0.10
C 2.3976 -27.1773 -0.9862 -0.04
```

Output
Gap between HOMO and LUMO   8.35 eV
Multiplicity   1
HOMO   -0.18304 hartree
Net charge   -1


Sequential energy relative to the best compared isomer or geometry (same formula, charge and spin) output: 568.8, 530.2, 211.8, 268.6 kJ/mol
Sequential electronic energy output: -4634.332724, -1814.703723, -1027.188668, -3071.064774 Eh